No. 1
Formula: C38H97N5O8
Source: OMol25
Level of theory: ωB97M-V with the def2-TZVPD basis set

```
148
Properties=species:S:1:pos:R:3:mulliken_charge:R:1
C 13.3849 -8.8118 5.7946 -0.505
C 13.2482 -7.8400 6.9826 -0.252
O 12.8914 -6.4938 6.6285 -0.199
H 12.5366 -9.1007 5.1741 0.171
H 13.8236 -9.7415 6.1569 0.402
H 14.1025 -8.3014 5.1522 -0.372
H 14.1936 -7.8537 7.5250 0.295
H 12.5318 -8.1812 7.7298 0.267
C 7.2291 -6.7243 2.1932 -0.894
O 8.5437 -6.6744 2.6831 -0.332
C 8.8856 -7.7125 3.5360 -1.127
C 10.2435 -7.4955 4.3014 -0.126
N 10.4324 -6.0826 4.8896 1.182
H 11.3178 -6.1286 5.3734 -0.852
H 10.6381 -5.3538 4.2212 0.646
C 9.2824 -5.6411 5.7767 -0.912
C 9.5576 -4.2784 6.3478 0.052
O 10.1550 -3.3228 5.3907 -0.310
C 9.3026 -2.8967 4.3170 -0.741
H 6.3971 -6.9518 2.8597 0.388
H 7.2028 -7.4402 1.3717 0.366
H 6.9153 -5.8091 1.6912 0.292
H 8.9094 -8.6103 2.9182 0.641
H 8.0355 -8.0202 4.1450 0.444
H 11.0534 -7.7519 3.6184 0.283
H 10.2790 -8.3212 5.0120 0.281
H 9.2226 -6.4937 6.4532 0.543
H 8.4178 -5.5749 5.1164 0.338
H 10.3172 -4.4211 7.1165 -0.431
H 8.6232 -3.9278 6.7861 0.543
H 9.0319 -3.7014 3.6334 0.255
H 9.8027 -2.1179 3.7412 0.283
H 8.3416 -2.4662 4.5984 0.344
C 18.2877 -8.1206 7.1730 -0.668
O 17.8865 -6.8626 6.5490 -0.028
C 17.2677 -5.9485 7.4884 -0.612
C 16.5198 -4.8936 6.5878 -0.637
N 15.3827 -5.4268 5.7137 1.309
H 15.6585 -6.2608 5.2153 0.232
H 14.5575 -5.8104 6.1519 -0.836
C 14.8605 -4.5459 4.5763 -0.983
C 14.2329 -5.3910 3.5089 0.195
O 15.3010 -6.2361 3.1383 -0.267
C 14.9074 -7.3100 2.1711 -0.741
H 18.5058 -8.8075 6.3552 -0.026
H 17.4682 -8.6406 7.6690 0.239
H 19.1843 -8.1094 7.7927 0.379
H 17.9402 -5.4066 8.1534 0.438
H 16.5216 -6.4523 8.1030 0.299
H 17.1698 -4.3671 5.8891 0.428
H 15.9965 -4.3033 7.3400 0.247
H 15.6918 -3.9601 4.1840 0.429
H 14.1973 -3.8412 5.0779 0.534
H 13.8526 -4.7409 2.7209 0.620
H 13.4472 -6.0450 3.8870 -0.280
H 14.1788 -7.9950 2.6047 0.248
H 15.7457 -7.9523 1.9011 0.173
H 14.5157 -6.9318 1.2268 0.365
C 20.7194 -5.4716 4.9550 -1.152
C 21.0969 -6.0995 3.5507 -0.610
N 20.0829 -7.1570 3.0097 0.490
C 18.6922 -6.6027 3.1516 -1.621
C 20.3386 -7.3445 1.4230 -0.462
C 21.9177 -7.7309 1.1641 -1.089
C 20.3000 -8.4833 3.8170 -0.556
C 19.4141 -9.6399 3.4128 -1.075
O 18.0936 -9.0963 3.7705 0.200
C 17.1327 -9.9424 3.3517 -0.709
H 20.5276 -6.1285 5.8033 0.289
H 19.7518 -5.0094 4.7593 0.190
H 21.3513 -4.6337 5.2496 0.457
H 22.1004 -6.5187 3.6228 0.449
H 21.2260 -5.3330 2.7866 0.552
H 18.6341 -5.5836 2.7692 0.517
H 18.5177 -6.5976 4.2275 0.310
H 17.9821 -7.2142 2.5949 0.565
H 20.0442 -6.4063 0.9527 0.436
H 19.6467 -8.0745 1.0029 0.408
H 22.1169 -7.8216 0.0964 0.422
H 22.1697 -8.6703 1.6562 0.331
H 22.6600 -7.0213 1.5295 0.307
H 20.2790 -8.2070 4.8711 0.369
H 21.3524 -8.7359 3.6873 0.561
H 19.5794 -10.4178 4.1582 0.475
H 19.4800 -9.9968 2.3850 0.429
H 17.1161 -10.9005 3.8713 0.320
H 17.0629 -10.0558 2.2699 0.403
H 16.1623 -9.5634 3.6722 -0.139
C 12.5517 -4.7916 12.3651 -1.321
C 11.8672 -3.8196 11.3743 -0.410
N 12.6770 -3.4244 10.0683 0.118
C 12.8446 -4.7308 9.2520 -1.271
C 11.7669 -2.3110 9.4253 -0.654
C 12.2583 -1.7609 8.0525 -0.947
C 14.1882 -2.9207 10.4118 -0.354
C 14.2622 -1.5671 11.1447 -1.053
O 13.7279 -1.6486 12.4296 -0.273
C 14.0374 -0.5819 13.2630 -0.811
H 13.2370 -4.2404 13.0090 0.326
H 13.2528 -5.5402 11.9962 0.262
H 11.9080 -5.3640 13.0330 0.413
H 11.5672 -2.9398 11.9435 0.545
H 10.9199 -4.2684 11.0752 0.641
H 13.4526 -5.3743 9.8879 0.427
H 13.3321 -4.5340 8.2972 0.401
H 11.9158 -5.2208 8.9598 0.218
H 11.9083 -1.6150 10.2521 0.679
H 10.7232 -2.6181 9.3590 0.506
H 13.3081 -1.4874 8.1583 0.262
H 11.7883 -0.8615 7.6545 0.468
H 12.1186 -2.5348 7.2978 0.000
H 14.7004 -3.0889 9.4645 0.308
H 14.6307 -3.7206 11.0056 0.565
H 14.0085 -0.6333 10.6429 0.424
H 15.3237 -1.3555 11.2735 0.558
H 13.8762 -1.0554 14.2315 0.268
H 13.4526 0.3342 13.1805 0.314
H 15.0973 -0.3278 13.2735 0.362
C 11.0073 -10.4848 9.0251 -1.459
C 12.2402 -10.5522 9.8677 -0.329
N 13.1492 -11.8472 9.6351 0.098
C 13.5238 -11.7327 8.1014 -0.976
C 14.4656 -11.5685 10.5086 -0.559
C 14.2562 -11.5990 12.0966 -1.212
C 12.5224 -13.1640 10.0209 -0.766
C 13.4045 -14.4008 9.6748 -0.842
O 13.5650 -14.5454 8.2840 -0.331
C 14.3096 -15.7692 8.1904 -0.835
H 10.2025 -11.2179 9.0788 0.359
H 11.3307 -10.3264 7.9963 0.328
H 10.5477 -9.4976 9.0730 0.489
H 11.9216 -10.5999 10.9090 0.417
H 12.8686 -9.6691 9.7520 0.451
H 12.6876 -12.1352 7.5298 0.547
H 14.3769 -12.3623 7.8485 0.555
H 13.9139 -10.7672 7.7794 -0.057
H 14.8583 -10.6154 10.1544 0.431
H 15.1297 -12.3108 10.0658 0.559
H 13.6854 -12.4189 12.5326 0.309
H 13.7286 -10.6823 12.3601 0.348
H 15.1804 -11.5430 12.6718 0.406
H 11.5835 -13.1486 9.4674 0.441
H 12.2929 -13.0431 11.0796 0.532
H 13.1011 -15.2030 10.3475 0.652
H 14.3823 -14.2449 10.1305 0.404
H 14.2856 -16.1146 7.1568 0.292
H 13.8778 -16.5816 8.7749 0.353
H 15.3733 -15.6116 8.3692 0.337
```

Properties
Charge: +5
Multiplicity: 2
Energy: -64750.80355 eV

***

No. 2
Formula: C38H98F15N7O16PS3
Source: OMol25
Level of theory: ωB97M-V with the def2-TZVPD basis set

```
178
Properties=species:S:1:pos:R:3:mulliken_charge:R:1
C 2.0828 2.2103 -5.5458 -0.696
N 1.5494 3.1139 -4.4786 0.677
C 1.6925 4.5565 -4.8741 -0.899
C 0.1095 2.8350 -4.4097 -1.213
C 2.1842 2.9458 -3.0216 -1.496
C 1.4999 2.0204 -2.0254 0.353
O 1.5260 0.6499 -2.5101 0.940
H 3.1467 2.4793 -5.7505 0.458
H 1.5552 2.4483 -6.4757 0.348
H 2.0737 1.1895 -5.1634 -0.056
H 2.6669 4.8263 -4.5044 0.423
H 0.9598 5.1218 -4.2912 0.300
H 1.7545 4.8055 -5.9471 0.346
H 0.0483 1.7584 -4.2190 0.450
H -0.3865 2.9779 -5.3762 0.616
H -0.4808 3.3406 -3.6190 -0.005
H 2.2390 3.9506 -2.5969 0.511
H 3.2517 2.6769 -3.1966 0.567
H 0.4582 2.3548 -1.9175 0.253
H 2.0551 2.2353 -1.1491 -0.148
H 0.8484 0.2418 -1.9525 -0.465
C 2.2859 -5.5209 0.0997 -1.070
N 1.3329 -5.3271 1.2730 0.312
C 0.3021 -6.3445 1.1117 -0.812
C 2.0723 -5.7077 2.5004 -0.786
C 0.7743 -3.9161 1.4362 1.097
C 1.5561 -2.7883 0.7847 -1.078
O 2.8767 -2.4773 1.2877 -0.286
H 3.0046 -4.7241 0.1569 0.237
H 1.7712 -5.4294 -0.8306 0.402
H 2.6999 -6.4887 0.1798 0.550
H -0.3412 -6.3025 2.0271 0.316
H 0.9058 -7.2631 1.1406 0.491
H -0.2371 -6.1993 0.1835 0.177
H 1.4329 -5.6701 3.4073 0.313
H 2.9209 -5.0252 2.7076 0.288
H 2.4454 -6.7049 2.4198 0.480
H 0.4839 -3.7173 2.4563 -0.208
H -0.1223 -3.7596 0.8436 -0.457
H 0.9396 -1.8928 0.8761 0.540
H 1.6236 -3.0357 -0.2844 0.155
H 2.6538 -2.1365 2.2108 0.366
C -5.1664 -5.3851 2.2827 -0.844
N -4.3900 -4.1285 2.4214 0.469
C -3.2264 -4.1461 1.4919 -0.781
C -5.1945 -2.9565 2.0566 -0.930
C -3.8146 -3.9218 3.8185 -0.770
C -2.4564 -4.5409 4.1683 0.128
O -2.4966 -5.9123 3.9473 -0.512
H -5.5295 -5.4989 1.2618 0.369
H -6.0034 -5.3126 2.9868 0.397
H -4.4814 -6.1929 2.5094 0.299
H -3.6075 -4.4912 0.5443 0.601
H -2.6175 -4.9820 1.7862 0.595
H -2.6077 -3.2682 1.4853 -0.168
H -5.6997 -3.1371 1.1083 0.381
H -4.5992 -2.0125 1.9084 0.284
H -6.0060 -2.7388 2.7549 0.401
H -4.5553 -4.4282 4.4174 0.381
H -3.8879 -2.8765 4.0210 0.539
H -2.3156 -4.1851 5.1599 0.583
H -1.5949 -4.0889 3.6137 -0.484
H -2.7604 -6.3798 4.7711 0.391
C -4.9010 6.4015 0.1118 -0.715
N -4.6710 4.9533 0.4448 0.229
C -5.9721 4.3303 0.9348 -0.891
C -4.2440 4.3023 -0.8584 -0.721
C -3.5899 4.6793 1.4462 0.481
C -3.8554 5.1779 2.8297 -1.113
O -4.2887 6.4979 2.8962 -0.525
H -3.9166 6.8001 -0.1300 0.271
H -5.3976 6.9871 0.8789 0.338
H -5.4553 6.3625 -0.8297 0.451
H -6.2700 4.6626 1.9004 0.355
H -5.8037 3.2832 0.9717 0.322
H -6.7333 4.5362 0.1827 0.413
H -5.0943 4.2366 -1.5681 0.380
H -3.8363 3.3316 -0.7098 0.152
H -3.4365 4.9418 -1.1482 0.425
H -2.6700 5.1193 0.9983 -0.154
H -3.4420 3.5705 1.4187 0.012
H -2.9761 5.0365 3.4338 0.511
H -4.6490 4.5501 3.2609 0.446
H -3.5179 7.0843 2.8915 0.363
C 6.5225 -0.4172 -2.4962 -0.692
N 5.3701 -1.1009 -1.8010 0.416
C 5.9635 -1.9541 -0.6981 -0.829
C 4.4790 -0.1330 -1.1436 -0.895
C 4.6060 -2.0354 -2.7186 -0.874
C 3.5955 -1.3503 -3.6654 0.319
O 4.1832 -0.3210 -4.5024 -0.527
H 6.8095 0.3517 -1.7447 0.347
H 6.1125 0.0657 -3.4119 0.193
H 7.3965 -1.0825 -2.5702 0.381
H 6.4666 -2.8168 -1.1276 0.405
H 5.2097 -2.2153 0.0093 0.160
H 6.7111 -1.3900 -0.1475 0.388
H 4.1831 0.5579 -1.9594 0.355
H 4.9858 0.4878 -0.4156 0.516
H 3.6079 -0.6546 -0.7542 -0.093
H 4.0706 -2.8549 -2.2541 0.373
H 5.4393 -2.5103 -3.2809 0.344
H 2.6993 -0.9945 -3.0758 -0.519
H 3.1817 -2.1774 -4.3166 0.729
H 4.1087 -0.6178 -5.4155 0.375
C -3.2213 -1.3931 -2.5124 -0.841
N -2.9879 -0.4755 -3.6952 1.007
C -4.2942 -0.5980 -4.5235 -1.045
C -3.0236 0.9001 -3.2315 -1.095
C -1.7726 -0.8625 -4.3163 0.213
C -1.6016 -0.6079 -5.8209 -1.304
O -1.6130 0.7594 -6.0670 -0.436
H -2.4016 -1.3722 -1.7865 -0.135
H -3.3646 -2.4191 -2.7130 0.516
H -4.0669 -0.9092 -1.9202 0.407
H -4.3916 -1.5968 -4.9813 0.328
H -4.2077 0.2220 -5.2353 0.468
H -5.1656 -0.3936 -3.8868 0.358
H -2.1791 1.1117 -2.6181 0.161
H -3.9261 1.1406 -2.6748 0.502
H -3.1126 1.5203 -4.0982 0.540
H -1.7430 -1.9592 -4.2454 0.215
H -0.9205 -0.4831 -3.7443 -0.162
H -2.4634 -1.0752 -6.3155 0.402
H -0.6413 -1.0903 -6.0298 0.552
H -1.3562 0.9582 -6.9970 0.349
C 3.1123 1.4272 2.3524 -0.930
N 3.4607 2.2708 3.5808 0.537
C 4.3497 1.3988 4.4238 -0.904
C 4.1666 3.5443 3.1332 -1.022
C 2.2219 2.5807 4.3524 -0.090
C 2.4729 3.4226 5.5753 -0.833
O 2.6864 4.7610 5.2157 -0.538
H 2.3994 0.6225 2.5931 -0.074
H 4.0025 0.9966 1.9042 0.505
H 2.6066 2.0503 1.6151 0.355
H 4.5896 2.0042 5.3055 0.407
H 5.2325 1.1713 3.7900 0.362
H 3.8086 0.4991 4.6947 0.349
H 4.5173 4.1312 3.9724 0.394
H 3.4526 4.0995 2.5637 0.461
H 5.0275 3.3711 2.4803 0.316
H 1.8601 1.5993 4.6005 0.066
H 1.5064 3.0919 3.7086 0.440
H 3.2888 2.9927 6.1298 0.338
H 1.5766 3.3092 6.1805 0.506
H 2.7383 5.2935 6.0464 0.351
P 0.3560 -3.8371 -3.1201 1.669
F 0.3284 -2.2495 -2.9026 -0.814
F -1.1247 -3.7523 -3.7603 -0.394
F 0.9739 -3.6028 -4.6260 -0.423
F 0.4855 -5.4299 -3.3236 -0.424
F 1.8550 -3.8165 -2.4326 -0.426
F -0.2654 -4.0747 -1.6294 -0.304
C -1.5237 0.7637 2.2913 0.052
F -1.5778 2.1240 2.2498 -0.077
F -0.2989 0.3268 2.5745 -0.260
F -2.3656 0.3373 3.2295 -0.199
S -1.9456 -0.0463 0.7267 0.799
O -0.9545 0.3648 -0.2597 -0.556
O -1.8382 -1.4270 1.1551 -0.556
O -3.2448 0.5122 0.4565 -0.660
C 0.5277 -2.5433 5.5311 0.473
F -0.5240 -2.1169 4.7620 -0.166
F 0.2460 -2.1920 6.7641 -0.239
F 0.5992 -3.8635 5.5501 -0.232
S 2.0070 -1.8160 4.8303 1.255
O 3.0277 -2.7011 5.2686 -0.786
O 1.6470 -1.8288 3.3954 -0.394
O 2.0040 -0.4627 5.4049 -0.828
C 0.3586 5.2172 0.4423 0.387
F -0.3286 4.1678 0.9207 0.061
F 0.3715 6.1804 1.3204 -0.244
F 1.6052 4.7730 0.3336 -0.220
S -0.2488 5.8213 -1.1667 0.743
O 0.5401 7.0097 -1.3398 -0.714
O 0.1393 4.7193 -2.0420 -0.441
O -1.6404 6.0228 -0.7543 -0.608
```

Properties
Charge: +3
Energy: -166723.25962 eV